(1)
Density functional theory data (ωB97M-V/def2-TZVPD) for C42H52N7OPt as an isolated structure.

Summary:
- ΔE to the lowest compared entry with this formula, charge and spin: 15.92 kcal/mol
- LUMO: 2.36 eV
- Electronic energy: -60124.65895 eV
- E_HOMO: -4.49 eV
- Total charge: -1

Last column: Löwdin charge in e.
Geometry (Å):
Pt  0.6298  0.8616  -0.0886  0.8484
C  2.1402  -1.5141  -3.2397  -0.0601
C  0.6816  -1.2665  -2.8550  -0.4057
C  -0.0336  -0.4208  -3.9061  -0.0496
C  -0.0503  -2.5647  -2.5899  -0.1479
C  -0.1447  -3.4541  -3.6516  -0.0574
C  -0.8000  -4.6600  -3.5215  -0.0948
C  -1.3417  -4.9735  -2.2901  -0.0717
C  -1.2711  -4.1328  -1.1767  -0.1226
C  -1.9400  -4.7439  0.0579  -0.3726
C  -3.2111  -4.0157  0.5304  -0.0555
C  -0.9448  -5.1891  1.1446  -0.0587
C  -0.6231  -2.8651  -1.3233  -0.1539
N  -0.5545  -1.8040  -0.3893  0.0952
C  -0.8833  -1.9437  0.8483  -0.1614
C  -0.9317  -0.9065  1.8136  -0.3336
C  -1.5332  -1.0282  3.0695  -0.0534
C  -1.5254  0.2466  3.6271  -0.0571
C  -0.9077  1.0957  2.6920  -0.2693
N  -0.5358  0.3922  1.6012  -0.0519
C  -0.7467  2.5978  2.8309  -0.5425
C  0.7293  3.0075  2.8022  -0.0627
C  -1.3498  3.0669  4.1563  -0.0764
C  -1.4907  3.2928  1.6834  -0.0669
H  2.6653  -0.5591  -3.3231  0.0687
H  2.2343  -2.0371  -4.1961  0.0689
H  2.6435  -2.1120  -2.4770  0.0809
H  0.6967  -0.6893  -1.9370  0.0237
H  -0.0947  -0.9299  -4.8724  0.0753
H  0.5002  0.5207  -4.0540  0.0571
H  -1.0497  -0.1774  -3.5845  0.0681
H  0.3004  -3.1794  -4.6006  0.1066
H  -0.8858  -5.3492  -4.3523  0.0959
H  -1.8471  -5.9265  -2.1775  0.1032
H  -2.3312  -5.6957  -0.3089  0.1055
H  -3.0825  -2.9646  0.7773  0.0577
H  -3.6155  -4.5157  1.4144  0.0766
H  -3.9641  -4.0683  -0.2586  0.0766
H  -0.2895  -4.4088  1.5230  0.0351
H  -0.2927  -5.9592  0.7277  0.0839
H  -1.4887  -5.6255  1.9871  0.0780
H  -1.1874  -2.8923  1.2580  0.0688
H  -1.9416  -1.9364  3.4891  0.0959
H  -1.9240  0.5359  4.5859  0.0835
H  1.2850  2.5164  3.6066  0.0851
H  0.8226  4.0912  2.9304  0.0844
H  1.1778  2.7278  1.8509  0.0246
H  -0.8443  2.6066  5.0083  0.0809
H  -2.4134  2.8278  4.2156  0.0811
H  -1.2383  4.1505  4.2418  0.0786
H  -1.0903  2.9551  0.7268  0.0266
H  -1.3796  4.3793  1.7633  0.0823
H  -2.5522  3.0367  1.7078  0.0815
N  5.9317  4.6116  4.0018  0.1382
C  5.3897  3.6245  3.7681  -0.1914
C  4.7245  2.3828  3.4841  -0.2385
C  4.0207  2.2151  2.2931  -0.0202
C  3.3816  1.0210  2.0237  -0.0203
C  3.4542  -0.0195  2.9414  -0.1667
C  4.1554  0.1404  4.1346  -0.0050
C  4.7829  1.3409  4.4078  -0.0307
N  2.8265  -1.2449  2.6475  -0.0071
C  2.4736  -2.2359  3.5409  -0.0629
C  1.9596  -3.2417  2.7881  -0.1524
N  1.9957  -2.9143  1.4508  0.0769
C  2.5024  -1.7158  1.4011  -0.1609
H  3.9475  3.0323  1.5871  0.1193
H  2.7620  0.9126  1.1345  0.0271
H  4.2265  -0.6741  4.8409  0.1042
H  5.3290  1.4709  5.3321  0.1158
H  2.5653  -2.1134  4.6043  0.1067
H  1.5509  -4.1778  3.1331  0.0910
H  2.6468  -1.1305  0.5059  0.1046
N  -3.4519  -2.1672  -2.9433  0.2043
C  -4.0798  -1.0594  -3.4050  -0.5021
O  -4.8407  -1.0866  -4.3596  0.0357
C  -3.8214  0.2182  -2.6597  -0.1297
C  -4.2119  1.4102  -3.2568  -0.0126
C  -3.9920  2.5980  -2.5852  -0.0547
C  -3.4066  2.5443  -1.3271  -0.1579
N  -3.0408  1.4137  -0.7365  0.0976
C  -3.2336  0.2772  -1.3983  -0.0770
H  -3.5161  -2.9909  -3.5193  0.1118
H  -2.6356  -2.1057  -2.3544  0.0626
H  -4.6778  1.3749  -4.2328  0.1164
H  -4.2668  3.5499  -3.0202  0.0989
H  -3.2180  3.4554  -0.7667  0.0993
H  -2.9026  -0.6192  -0.8822  0.1002
C  2.3244  3.1427  -3.1256  -0.0675
C  1.4553  3.1951  -1.8618  -0.7053
C  1.8368  4.4294  -1.0332  -0.0636
C  -0.0159  3.2855  -2.2580  -0.0899
C  1.7701  1.9638  -1.0324  -0.3087
H  2.1385  4.0179  -3.7548  0.0802
H  2.1009  2.2496  -3.7128  0.0654
H  3.3870  3.1241  -2.8704  0.0774
H  1.6526  5.3465  -1.6009  0.0803
H  2.8954  4.4068  -0.7598  0.0748
H  1.2462  4.4679  -0.1150  0.0717
H  -0.1984  4.1733  -2.8739  0.0818
H  -0.6460  3.3390  -1.3705  0.0419
H  -0.3212  2.4000  -2.8178  0.0631
H  2.8680  1.9621  -0.8847  0.0251

***

(2)
Density functional theory data (ωB97M-V/def2-TZVPD) for a 6-piece molecular cluster, C11H34O6 overall.

Summary:
- SMILES: CCO.CCO.CCO.CCO.CCO.CO
- ΔE to the lowest compared entry with this formula, charge and spin: 76.07 kcal/mol
- LUMO: 0.54 eV
- Electronic energy: -24240.24775 eV
- E_HOMO: -9.46 eV

Last column: Löwdin charge in e.
Geometry (Å):
C  1.6658  -0.0425  0.2245  -0.1383
O  0.7766  -0.9629  0.8469  -0.1136
H  1.7745  -0.4016  -0.7989  0.0674
H  1.3906  1.0122  0.2310  0.0601
H  2.7014  -0.1306  0.5531  0.0836
H  -0.0788  -0.7348  0.4757  0.0515
C  1.5482  -0.7412  -4.3202  -0.0799
C  0.5779  -1.2283  -5.4129  -0.3142
O  -0.6019  -0.4626  -5.3515  -0.0789
H  2.4042  -1.4156  -4.2986  0.0743
H  1.0940  -0.8226  -3.3327  0.0564
H  1.8741  0.2808  -4.5135  0.0768
H  0.3220  -2.2719  -5.2296  0.1116
H  1.0747  -1.0879  -6.3729  0.1079
H  -1.3080  -0.9122  -5.8215  0.0896
C  -0.8103  -3.8494  1.5987  -0.0855
C  -0.4300  -3.5522  3.1093  -0.2738
O  0.7977  -2.8225  3.0838  -0.1044
H  -1.5650  -4.6233  1.7389  0.0588
H  0.0536  -4.1686  1.0156  0.0748
H  -1.3900  -3.0819  1.0858  0.0442
H  -0.2013  -4.5203  3.5550  0.1029
H  -1.2883  -3.0500  3.5557  0.0937
H  0.8048  -2.1880  2.3634  0.0238
C  -0.1154  3.2167  -1.9185  -0.0723
C  -0.8282  1.8647  -1.8749  -0.3360
O  -1.4083  1.7535  -3.1346  -0.0732
H  0.0459  3.5660  -0.8986  0.0630
H  -0.5776  3.9863  -2.5367  0.0787
H  0.8190  2.9328  -2.4026  0.0699
H  -1.5412  1.7841  -1.0544  0.0994
H  -0.0918  1.0628  -1.8231  0.0873
H  -0.8070  1.1746  -3.6090  0.0496
C  2.3287  2.9750  1.9667  -0.1111
C  3.0949  2.1752  2.9784  -0.2892
O  2.4850  2.4187  4.2917  -0.0973
H  2.5497  3.9927  2.2885  0.0768
H  1.2396  2.9341  1.9817  0.0754
H  2.6377  2.7741  0.9410  0.0673
H  4.1047  2.5698  3.0909  0.1093
H  3.0711  1.1135  2.7327  0.0979
H  2.7839  1.7443  4.9060  0.0717
C  -4.0579  -0.6667  2.2778  -0.1044
C  -2.9238  0.2516  1.8082  -0.2301
O  -2.3858  -0.5223  0.6774  -0.1267
H  -3.7155  -1.5384  2.8354  0.0666
H  -4.8760  -0.9714  1.6252  0.0745
H  -4.6733  -0.1092  2.9839  0.0642
H  -2.1941  0.4175  2.6008  0.1164
H  -3.3688  1.1798  1.4497  0.1053
H  -2.7814  -0.3021  -0.1691  0.0781